1.
64
Properties=species:S:1:pos:R:3:forces:R:3 method="wB97M-V/def2-TZVPD" largest_force_ha_per_bohr=0.02765 orbital_gap_ev=8.685 relative_energy_kcal_mol=77.9
C -0.402400 3.295495 -2.582235 -0.27 0.28 -0.26
H -0.944458 4.085789 -2.063488 0.03 0.01 -0.06
O 0.194125 2.524600 -1.562562 0.20 -0.46 0.10
C 1.207800 1.663617 -1.879652 0.08 0.08 0.06
C 2.180658 1.497863 -0.903151 -0.26 0.03 -0.15
C 3.252192 0.645478 -1.089908 0.08 0.04 -0.21
C 3.385892 -0.051803 -2.279384 0.17 0.21 -0.01
C 2.407155 0.093577 -3.253827 -0.01 0.13 -0.04
C 1.308960 0.920455 -3.070878 -0.10 0.06 -0.04
O 0.296743 1.046265 -3.987791 0.13 0.17 0.45
C 0.312533 0.210734 -5.117575 0.00 -0.10 -0.15
H 0.324269 -0.845381 -4.830849 0.02 0.01 -0.02
H 1.167270 0.424424 -5.768277 -0.03 -0.03 0.03
H -0.608157 0.432846 -5.656291 0.07 -0.05 -0.01
H 2.502847 -0.480655 -4.161504 -0.05 -0.07 -0.13
C 4.491404 -1.052490 -2.468283 -0.29 -0.22 0.08
H 4.817370 -1.083147 -3.508678 0.09 0.02 -0.01
H 5.346777 -0.786860 -1.843264 0.05 0.01 -0.05
C 3.981630 -2.451636 -2.066617 0.16 0.04 -0.27
N 3.433722 -2.439522 -0.732681 0.18 -0.15 0.11
C 2.133259 -2.101004 -0.530145 0.02 -0.22 0.26
O 1.295749 -2.137537 -1.428059 -0.07 0.00 -0.14
C 1.777316 -1.725615 0.831454 -0.66 0.24 0.25
C 0.553850 -1.127095 1.156131 0.72 -0.12 -0.10
N 0.558913 -0.908394 2.487772 0.10 -0.13 -0.83
N 1.720583 -1.309465 3.034662 0.59 -0.15 0.73
C 2.454968 -1.796526 2.063876 -0.40 0.15 -0.19
H 3.425792 -2.196686 2.282919 0.21 -0.09 0.09
C -0.472703 -0.461902 3.332365 -0.58 0.17 0.77
C -0.158529 0.335945 4.420927 0.08 -0.12 -0.29
C -1.169324 0.746999 5.267502 -0.09 -0.05 -0.07
C -2.489469 0.377345 5.050947 0.09 0.00 0.00
C -2.797484 -0.445434 3.962728 0.17 -0.01 0.00
C -1.782804 -0.867124 3.119950 0.23 -0.01 0.14
H -2.014033 -1.516869 2.288380 -0.02 -0.06 -0.09
C -4.209829 -0.872644 3.704879 0.06 0.03 0.02
H -4.263497 -1.521938 2.835038 -0.05 -0.05 -0.05
H -4.615402 -1.406293 4.564004 -0.11 -0.04 0.02
H -4.841059 -0.003187 3.525413 -0.13 0.03 -0.02
C -3.568564 0.851896 5.974947 0.02 -0.04 -0.05
H -4.080256 0.007535 6.436241 -0.10 -0.01 0.08
H -4.312089 1.430318 5.427805 -0.12 0.06 0.03
H -3.154469 1.476965 6.761691 -0.02 0.04 0.06
H -0.928449 1.377041 6.111638 0.02 0.06 0.08
H 0.866536 0.624350 4.588179 0.10 0.03 0.02
N -0.413275 -0.804224 0.236252 -0.12 -0.24 -0.29
C -1.229576 0.300936 0.245676 0.18 -0.13 0.10
O -1.332507 1.073374 1.174437 -0.01 0.11 -0.36
C -2.003103 0.426174 -0.994718 -0.92 1.09 0.01
C -2.943568 1.362073 -1.345712 0.64 -0.57 0.44
C -3.356239 1.031100 -2.653015 0.21 -0.47 -0.26
C -2.639994 -0.076715 -3.000438 -0.60 0.53 -0.37
O -1.825782 -0.450003 -2.009846 0.39 -0.34 0.21
H -2.629716 -0.669540 -3.894143 0.08 -0.14 -0.06
H -4.080614 1.543757 -3.252405 -0.14 0.04 -0.17
H -3.276109 2.174628 -0.734492 -0.02 0.17 0.19
H -0.200918 -1.242567 -0.668116 -0.09 0.06 0.18
H 4.079156 -2.254095 0.019050 -0.11 0.04 0.00
H 4.789460 -3.185793 -2.119390 -0.10 0.00 -0.05
H 3.170640 -2.752358 -2.732932 0.16 -0.05 0.02
H 3.989653 0.539321 -0.307454 0.09 -0.02 0.08
H 2.062869 2.051506 0.015076 -0.03 0.11 0.11
H 0.353665 3.740427 -3.235490 -0.01 -0.01 0.02
H -1.099378 2.711666 -3.186689 0.09 0.10 0.09

---

2.
18
Properties=species:S:1:pos:R:3:forces:R:3 method="wB97M-V/def2-TZVPD" largest_force_ha_per_bohr=0.06115 orbital_gap_ev="7.018 / 7.588" relative_energy_kcal_mol=116.5
C 1.522501 0.710480 -0.914371 -0.26 0.12 -0.23
C 0.453997 0.562927 0.147327 1.28 -1.27 2.58
C 0.126044 -1.020701 0.522387 0.19 2.57 -0.37
N -2.326103 0.904582 0.148042 -0.28 1.18 0.78
C -1.129548 -1.257838 0.023525 -0.09 0.16 -1.07
C -1.634539 -0.050316 -0.551760 -1.64 -1.94 -0.95
C 1.207636 -1.772723 0.818495 -0.02 -0.30 0.06
N 0.223986 1.445360 1.048494 0.46 -0.34 0.26
H 0.886945 2.221622 1.030316 -0.34 0.32 -0.64
H -2.716202 0.658091 1.047693 0.68 -0.30 0.07
H -1.870510 1.809115 0.228354 -0.19 0.08 -0.17
H -1.491104 -2.242992 -0.246048 -0.01 -0.13 -0.13
H -2.000320 -0.111241 -1.579961 0.30 0.09 -0.27
H 1.423312 -0.053490 -1.684562 0.02 0.05 -0.06
H 1.458816 1.704889 -1.361658 -0.07 -0.07 -0.07
H 2.519260 0.624043 -0.478613 -0.08 -0.12 0.10
H 1.324249 -2.763430 0.401035 -0.21 -0.31 0.47
H 2.021580 -1.368378 1.401304 0.25 0.22 -0.37

---

3.
8
Properties=species:S:1:pos:R:3:forces:R:3 method="wB97M-V/def2-TZVPD" largest_force_ha_per_bohr=0.27980 s2=2.006 total_charge=+2 orbital_gap_ev="9.785 / 7.212" multiplicity=3 relative_energy_kcal_mol=0.5
H -0.691154 -1.254707 0.061142 -2.69 2.15 -0.37
O 1.209854 -0.375789 0.097457 -10.61 -0.66 -2.02
C 0.267882 0.454822 0.080517 -4.49 0.14 3.79
C -1.069182 -0.108095 -0.256680 3.76 -0.42 -0.39
Pt 2.822640 -0.399590 0.240385 14.34 -0.36 1.14
H 0.253567 1.210733 0.888584 0.66 1.01 -0.87
H -0.721898 -0.169012 -1.367064 -2.28 -0.06 0.05
F -2.071712 0.641637 0.255660 1.32 -1.80 -1.32

---

4.
103
Properties=species:S:1:pos:R:3:forces:R:3 method="wB97M-V/def2-TZVPD" largest_force_ha_per_bohr=0.02775 orbital_gap_ev=6.887
Rb 0.256269 0.383640 -0.024698 0.56 -0.48 -1.22
O -1.984316 1.498866 -0.370422 -0.56 0.25 -0.08
S -3.301003 2.152625 -0.141970 -0.16 -0.08 0.03
C -4.489497 0.781448 -0.338700 0.11 0.05 0.04
C -4.213619 -0.367827 0.625059 -0.02 -0.05 -0.03
C -4.618955 -1.733016 0.056107 0.02 0.05 0.01
C -3.578247 -2.360486 -0.863537 0.06 0.01 0.10
S -1.976014 -2.868243 -0.127595 -0.19 0.02 -0.04
O -1.238318 -1.616417 0.214546 -0.53 -0.71 0.13
C -2.594679 -3.520350 1.421938 0.05 -0.01 -0.03
C -2.352565 -2.811604 2.585177 -0.01 0.02 0.03
C -2.820815 -3.318743 3.790814 -0.01 -0.01 -0.01
C -3.514040 -4.519857 3.820599 0.00 0.01 0.00
C -3.735744 -5.230037 2.645940 0.00 0.01 0.01
C -3.267532 -4.734956 1.439647 0.00 0.01 -0.02
C -3.520956 2.355699 1.625971 0.01 0.04 -0.01
C -2.533441 1.956212 2.508237 0.04 0.01 0.01
C -2.751410 2.116397 3.870715 -0.01 0.01 0.00
C -3.935023 2.671342 4.334021 0.00 0.00 -0.01
C -4.910357 3.086732 3.435111 0.01 0.00 0.00
C -4.700346 2.936721 2.073931 0.00 -0.01 -0.01
H -4.337958 0.487993 -1.380570 -0.02 0.01 -0.01
H -5.497175 1.189042 -0.240010 -0.01 -0.01 -0.01
H -4.748320 -0.187760 1.558163 0.00 0.01 0.01
H -3.148389 -0.384442 0.859956 0.00 0.01 0.01
H -5.551853 -1.638719 -0.509570 -0.01 -0.02 0.00
H -4.831141 -2.418561 0.877572 -0.01 -0.02 -0.01
H -3.255743 -1.673380 -1.650636 0.00 -0.03 -0.03
H -3.959820 -3.263950 -1.344339 -0.01 0.00 -0.01
H -1.800345 -1.881375 2.536868 0.00 0.00 -0.01
H -2.639573 -2.773439 4.707689 0.00 0.00 0.00
H -3.875479 -4.911961 4.762176 0.00 0.00 0.00
H -4.266071 -6.172807 2.672851 0.00 0.00 0.00
H -3.424755 -5.287989 0.520399 0.01 -0.01 0.00
H -1.591531 1.560324 2.153319 0.02 0.04 -0.09
H -1.980277 1.816165 4.568303 0.01 0.00 -0.01
H -4.094057 2.797717 5.397145 0.00 0.00 0.00
H -5.826755 3.536240 3.794580 0.00 0.00 0.00
H -5.448049 3.274360 1.364474 0.00 0.01 0.00
S 2.903101 -0.361153 -2.019294 0.03 -0.07 -0.32
C 3.511882 -1.701079 -1.289996 -0.03 0.23 0.26
N 4.748349 -1.732778 -0.758486 -0.07 0.00 -0.08
C 5.330845 -3.014030 -0.400038 0.02 -0.02 0.01
C 4.359487 -3.742870 0.481443 0.02 -0.02 0.00
N 3.074811 -3.855249 -0.195280 0.07 0.04 -0.06
C 2.282602 -5.018437 0.200951 0.01 0.01 0.04
C 2.807597 -6.285479 -0.428078 0.02 -0.02 0.03
C 2.715639 -6.477256 -1.805630 0.02 0.01 -0.02
C 3.230786 -7.624713 -2.387032 0.00 0.01 0.00
C 3.841655 -8.595282 -1.601920 0.00 0.00 0.02
C 3.933310 -8.413179 -0.231200 0.00 -0.01 -0.01
C 3.419818 -7.260639 0.350298 -0.04 -0.01 0.00
C 2.635760 -2.942898 -1.076992 -0.22 0.01 0.10
S 1.172232 -3.054524 -1.838857 0.08 -0.09 -0.14
C 5.557220 -0.511044 -0.692633 0.04 0.01 0.05
C 6.439199 -0.498347 0.528108 0.01 -0.05 0.00
C 7.817816 -0.656405 0.440967 0.00 0.08 -0.04
C 8.600988 -0.652391 1.587420 0.01 0.01 0.05
C 8.007703 -0.491495 2.831992 0.00 0.00 -0.02
C 6.630852 -0.332376 2.926432 0.03 -0.05 -0.02
C 5.851300 -0.337797 1.779595 -0.01 -0.17 0.06
H 6.260562 -2.847823 0.136841 0.02 0.03 -0.01
H 5.549439 -3.603109 -1.297858 0.00 0.02 0.00
H 4.238236 -3.216215 1.434139 -0.02 0.00 0.00
H 4.723807 -4.751544 0.680725 -0.01 -0.01 0.00
H 1.251215 -4.828106 -0.083962 -0.01 -0.01 -0.01
H 2.341406 -5.094714 1.289771 -0.01 0.02 0.00
H 2.237186 -5.720239 -2.415112 0.00 0.01 0.01
H 3.153750 -7.762921 -3.457858 0.00 -0.01 0.00
H 4.243197 -9.490993 -2.057700 0.00 0.00 -0.01
H 4.406004 -9.165829 0.386560 0.00 0.00 0.01
H 3.488647 -7.121824 1.423849 0.01 0.01 0.00
H 4.841161 0.308264 -0.638664 0.07 0.02 -0.03
H 6.139247 -0.381198 -1.610556 0.00 -0.07 -0.01
H 8.281861 -0.773814 -0.532257 0.00 -0.01 0.00
H 9.674028 -0.773636 1.511837 0.00 0.00 -0.02
H 8.618604 -0.485166 3.725617 0.00 0.00 0.01
H 6.161942 -0.192152 3.892272 -0.01 0.00 0.00
H 4.775734 -0.214524 1.842219 0.09 -0.04 -0.02
N 5.617521 3.893643 6.162042 -0.03 0.10 -0.01
C 4.867305 3.217488 5.213592 0.02 -0.05 -0.03
C 5.374981 2.993722 3.933609 -0.02 0.03 0.02
C 4.600690 2.365148 2.973968 -0.06 0.07 -0.02
C 3.319682 1.940534 3.285018 -0.03 -0.02 -0.02
C 2.801134 2.161009 4.556809 0.05 -0.02 -0.02
C 3.567082 2.793374 5.513681 0.01 0.00 0.01
S 2.297474 1.138121 2.084807 0.06 0.30 0.37
O 3.076107 1.043151 0.856678 0.13 0.18 0.12
O 1.892180 -0.137831 2.639920 -0.07 0.00 0.02
N 0.984918 1.995861 1.904088 0.34 0.44 0.77
C 1.004314 3.230707 1.330310 0.41 0.24 0.03
S 2.463983 4.203730 1.057805 -0.19 -0.09 -0.01
C 1.485514 5.460185 0.400791 0.08 -0.01 0.02
C 0.190385 5.080845 0.422931 -0.07 -0.03 0.00
N -0.083487 3.839845 0.937038 -0.11 -0.12 0.08
H 6.610156 3.936292 6.011998 0.02 -0.03 0.01
H 5.348010 3.777866 7.123095 0.02 -0.03 0.01
H 6.376715 3.327952 3.689595 0.00 0.00 -0.01
H 4.979971 2.209487 1.972830 0.00 0.03 0.03
H 1.794412 1.831620 4.779757 0.00 0.01 0.03
H 3.166232 2.974159 6.504273 -0.02 -0.01 -0.01
H 1.913764 6.378218 0.036093 -0.02 0.01 -0.01
H -0.632528 5.680939 0.060575 0.01 0.02 0.00

---

5.
13
Properties=species:S:1:pos:R:3:forces:R:3 method="wB97M-V/def2-TZVPD" largest_force_ha_per_bohr=0.10426 total_charge=+1 orbital_gap_ev=8.454 relative_energy_kcal_mol=91.5
C 2.022663 0.630489 0.751196 0.81 1.53 -0.66
C 0.971908 0.624416 -0.260979 2.74 -0.54 2.52
C 0.525063 -1.746008 -0.277053 1.88 2.40 -0.30
C -1.663027 0.970944 0.269999 -0.12 -1.06 -0.72
C -1.280050 -0.022159 -0.493173 -0.98 -2.11 -1.08
N 0.114105 -0.500689 -0.416559 0.19 -0.75 1.04
O 2.959808 0.808107 1.462301 -4.29 -1.13 -3.01
H 0.515511 1.513464 -0.705931 1.17 0.01 0.44
H -0.166428 -2.557818 -0.110784 -0.05 -0.05 -0.29
H 1.690858 -1.819725 -0.260227 -2.45 -0.37 0.01
H -1.010423 1.447502 0.909854 1.15 1.04 1.32
H -2.672512 1.228955 0.294166 -1.45 0.55 -0.14
H -2.007475 -0.577479 -1.162808 1.39 0.49 0.88

---

6.
7
Properties=species:S:1:pos:R:3:forces:R:3 method="wB97M-V/def2-TZVPD" largest_force_ha_per_bohr=0.05539 total_charge=-1 orbital_gap_ev=7.222 relative_energy_kcal_mol=11.3
N 0.416023 0.517562 0.730931 1.02 -0.69 -0.25
C -0.161703 -0.515612 -0.261746 -2.60 0.85 -0.80
O 0.438241 -0.892352 -1.368352 1.53 -0.16 0.78
H -0.299678 1.223863 0.835388 0.25 0.29 -0.17
H 1.225401 0.904437 0.251355 -0.15 0.32 0.03
H -1.084594 0.065789 -0.639601 -0.29 -0.41 0.81
H -0.533690 -1.303687 0.452025 0.23 -0.19 -0.41